71
Properties=species:S:1:pos:R:3:lowdin_charge:R:1 method="wB97M-V/def2-TZVPD" homo_energy_ev=-8.907 multiplicity=1 largest_force_ev_per_a=2.9 orbital_gap_ev=6.10 total_charge=0
C -1.6079 1.7640 -2.3845 -0.1757
Si -1.2836 0.0843 -3.2868 0.5793
C -2.5929 -1.1388 -2.5741 -0.1966
C 0.4221 -0.6042 -2.8055 -0.2617
C 1.6574 0.1916 -3.3939 -0.2649
C 2.9013 0.2945 -2.4299 -0.1969
C 2.5776 1.2113 -1.1806 -0.1986
C 3.0743 0.6305 0.2034 -0.1885
C 2.6869 -0.8721 0.4503 -0.2258
C 2.6287 -1.2908 1.9659 -0.1725
C 1.5768 -0.5132 2.8410 -0.1216
C 0.2174 -0.1799 2.1251 -0.2890
N -0.2181 1.2212 2.4708 -0.0121
C -1.0958 1.3575 3.4477 -0.6566
P -1.7396 3.0894 3.9098 0.5019
O -2.6116 3.5142 2.5167 -0.3982
I 0.1254 4.6703 3.9884 0.4355
S -1.5092 -0.2426 4.1263 1.0560
C -1.0335 -1.0427 2.5069 -0.3928
C -2.3881 -0.9129 1.6534 -0.2576
N -2.4200 0.1589 0.6468 0.0124
C -1.5400 0.3682 -5.1425 -0.2385
C -2.9241 0.3244 -5.6555 -0.0969
C -3.2683 0.5401 -7.0414 -0.0760
C -2.1949 0.8442 -7.9971 -0.0769
C -0.8340 0.8962 -7.5227 -0.0834
C -0.5078 0.6576 -6.1230 -0.0814
H -0.6269 2.2345 -2.1075 0.0190
H -2.2901 1.6331 -1.5035 0.0104
H -2.1143 2.4141 -3.1500 0.0414
H -2.7848 -1.9761 -3.3006 0.0437
H -3.5374 -0.5521 -2.3980 0.0399
H -2.2125 -1.5414 -1.5945 0.0171
H 0.4913 -0.5067 -1.6778 0.0454
H 0.5254 -1.7103 -2.9978 0.0946
H 1.9520 -0.3258 -4.3449 0.1059
H 1.3467 1.2447 -3.6464 0.1021
H 3.6939 0.8394 -3.0185 0.1110
H 3.3413 -0.6989 -2.1643 0.1068
H 1.4781 1.4482 -1.1545 0.0849
H 3.1043 2.1891 -1.3326 0.1101
H 4.1813 0.7259 0.3164 0.1219
H 2.5692 1.2324 1.0125 0.0946
H 3.4577 -1.5288 -0.0441 0.1158
H 1.7084 -1.1657 -0.0221 0.0893
H 3.6401 -1.0470 2.4015 0.1265
H 2.5450 -2.4057 2.0295 0.1220
H 2.0115 0.4020 3.3289 0.1340
H 1.3216 -1.1957 3.7039 0.1048
H 0.1648 -0.1586 1.0071 0.1291
H 0.1904 1.9493 1.8833 0.1445
H -2.0620 3.3435 1.7235 0.0369
H -0.8845 -2.1512 2.6042 0.1435
H -3.2058 -0.6704 2.3838 0.0955
H -2.6544 -1.8643 1.1307 0.1208
H -1.6895 0.0742 -0.0565 0.0341
H -2.4687 1.0885 1.0538 0.0472
H -3.7346 0.0934 -4.9316 0.0896
H -4.3410 0.4831 -7.3179 0.0975
H -2.5132 1.0284 -9.0475 0.0990
H -0.0257 1.1466 -8.2425 0.0983
H 0.5561 0.7276 -5.8200 0.0763
N 0.3525 -1.8338 7.6413 -0.3132
S 1.0322 -3.0100 6.8431 0.4783
O 1.3094 -4.2150 7.5615 -0.2780
O 1.9722 -2.6502 5.8133 -0.3162
F -0.2236 -3.4689 5.9530 -0.2270
S 1.3276 -1.1869 8.6971 0.4649
O 0.6515 -0.3545 9.6477 -0.2976
O 2.5825 -0.6839 8.2178 -0.2970
F 1.7639 -2.4173 9.6042 -0.1904